# 1
9 unconnected molecules or ions with the total composition C61H87FN8O2P, computed with ωB97M-V/def2-TZVPD.

The geometry in XYZ format:
```
160
Properties=species:S:1:pos:R:3
C 6.038 0.882 1.181
O 5.503 1.775 0.222
C 4.120 1.551 -0.025
C 3.901 0.504 -1.093
C 4.333 0.998 -2.500
C 3.141 0.961 -3.459
C 2.138 2.108 -3.175
C 2.124 3.188 -4.275
C 0.741 3.752 -4.604
C -0.347 2.689 -4.799
C -1.309 2.582 -3.630
C -2.217 1.338 -3.724
C -1.843 0.274 -2.686
P -3.137 -1.144 -2.510
C -4.477 0.024 -1.745
C -4.038 1.065 -0.699
C -4.054 2.504 -1.190
F -4.779 3.323 -0.295
C -2.474 -1.710 -0.752
C -2.175 -3.212 -0.746
C -0.736 -3.586 -1.142
C -0.646 -4.352 -2.454
C 0.743 -4.890 -2.699
O 0.860 -5.567 -3.947
C 1.189 -4.707 -5.013
H 5.381 0.760 2.042
H 6.212 -0.096 0.728
H 6.981 1.298 1.523
H 3.697 2.506 -0.322
H 3.601 1.271 0.894
H 2.855 0.221 -1.131
H 4.457 -0.389 -0.825
H 4.662 2.031 -2.421
H 5.164 0.414 -2.876
H 2.613 0.016 -3.367
H 3.522 1.015 -4.478
H 2.477 2.572 -2.257
H 1.159 1.680 -3.004
H 2.620 2.817 -5.167
H 2.730 4.019 -3.920
H 0.466 4.497 -3.861
H 0.844 4.296 -5.542
H -0.917 2.942 -5.690
H 0.137 1.727 -4.951
H -0.717 2.495 -2.722
H -1.880 3.504 -3.515
H -2.020 0.881 -4.688
H -3.277 1.577 -3.691
H -1.525 0.730 -1.749
H -0.947 -0.205 -3.089
H -4.106 -2.271 -2.427
H -3.669 -0.854 -3.858
H -2.175 -2.083 -3.097
H -5.000 0.517 -2.562
H -5.220 -0.620 -1.283
H -3.072 0.857 -0.245
H -4.761 1.063 0.115
H -4.582 2.568 -2.137
H -3.058 2.920 -1.323
H -1.533 -1.198 -0.548
H -3.196 -1.494 0.034
H -2.874 -3.745 -1.390
H -2.332 -3.597 0.262
H -0.087 -2.715 -1.227
H -0.272 -4.238 -0.396
H -1.353 -5.180 -2.466
H -0.904 -3.692 -3.276
H 0.995 -5.618 -1.926
H 1.481 -4.085 -2.645
H 1.563 -5.299 -5.844
H 1.977 -4.005 -4.741
H 0.308 -4.169 -5.362
N 3.552 -0.810 4.748
C 4.333 0.266 4.836
C 3.857 1.545 5.079
C 2.492 1.719 5.237
C 1.664 0.612 5.146
C 2.243 -0.624 4.902
H 5.394 0.085 4.700
H 4.541 2.382 5.139
H 2.079 2.702 5.425
H 0.592 0.703 5.258
H 1.631 -1.517 4.823
N 6.762 -1.669 -2.896
C 6.228 -2.860 -3.156
C 6.913 -4.058 -3.004
C 8.225 -4.015 -2.565
C 8.796 -2.783 -2.289
C 8.023 -1.647 -2.468
H 5.198 -2.845 -3.498
H 6.427 -5.000 -3.223
H 8.793 -4.928 -2.435
H 9.817 -2.704 -1.941
H 8.427 -0.662 -2.259
N -7.971 3.960 2.345
C -6.681 3.749 2.066
C -5.763 3.287 2.995
C -6.202 3.036 4.285
C -7.535 3.253 4.593
C -8.373 3.711 3.591
H -6.381 3.959 1.050
H -4.733 3.130 2.708
H -5.514 2.675 5.040
H -7.918 3.074 5.588
H -9.425 3.890 3.785
N 3.532 -3.657 0.023
C 4.633 -4.285 -0.383
C 5.044 -5.516 0.107
C 4.271 -6.129 1.079
C 3.120 -5.490 1.511
C 2.794 -4.263 0.950
H 5.210 -3.768 -1.138
H 5.950 -5.979 -0.264
H 4.554 -7.090 1.488
H 2.483 -5.936 2.263
H 1.896 -3.735 1.253
N -7.385 3.360 -3.703
C -6.983 4.576 -4.064
C -7.110 5.699 -3.262
C -7.692 5.552 -2.013
C -8.118 4.295 -1.619
C -7.938 3.235 -2.498
H -6.534 4.645 -5.050
H -6.760 6.663 -3.608
H -7.809 6.403 -1.355
H -8.572 4.137 -0.649
H -8.248 2.232 -2.227
N -9.073 6.238 5.469
C -9.583 6.769 4.358
C -10.498 7.812 4.359
C -10.909 8.331 5.575
C -10.389 7.790 6.739
C -9.478 6.751 6.629
H -9.240 6.330 3.427
H -10.878 8.206 3.426
H -11.623 9.144 5.615
H -10.682 8.164 7.711
H -9.043 6.301 7.516
N 7.646 1.915 5.366
C 8.951 2.014 5.120
C 9.932 1.790 6.073
C 9.536 1.446 7.356
C 8.183 1.339 7.631
C 7.285 1.582 6.603
H 9.215 2.287 4.104
H 10.978 1.882 5.816
H 10.272 1.263 8.129
H 7.830 1.073 8.618
H 6.215 1.508 6.771
N 1.872 -9.057 0.319
C 1.137 -8.051 -0.157
C 0.022 -8.223 -0.958
C -0.359 -9.510 -1.294
C 0.391 -10.571 -0.809
C 1.490 -10.290 -0.011
H 1.466 -7.056 0.123
H -0.530 -7.362 -1.311
H -1.222 -9.684 -1.923
H 0.133 -11.594 -1.045
H 2.103 -11.092 0.390
```

For the HOMO energy, the calculation gives -3.5 eV. The gap between HOMO and LUMO is 0.1984 hartree. For the energy, the calculation gives -92685.2363 eV. Its total charge is -1.

Löwdin atomic charge list, values in e, 4 entries: number 1, C, carries -0.104; number 2, O, carries -0.186; number 3, C, carries -0.240; number 4, C, carries -0.163



# 2
2 unconnected molecules or ions with the total composition C3H4O4, computed with ωB97M-V/def2-TZVPD.

The geometry in XYZ format:
```
11
Properties=species:S:1:pos:R:3
C 0.910 -0.003 0.783
C 0.572 0.482 -0.743
O 1.216 1.367 -1.218
O 0.089 -0.529 -1.483
H 1.360 0.779 1.388
H 1.757 -0.665 0.596
H 0.248 -0.636 1.365
H 0.394 -1.429 -1.306
O -2.398 1.095 -0.498
C -2.126 0.289 0.312
O -2.021 -0.750 0.803
```

For the HOMO energy, the calculation gives -10.7 eV. The gap between HOMO and LUMO is 0.3969 hartree. For the energy, the calculation gives -11365.4038 eV.

natural (NBO) atomic charge list, values in e, 4 entries: number 1, C, carries -0.759; number 2, C, carries 0.797; number 3, O, carries -0.519; number 4, O, carries -0.732



# 3
5 unconnected molecules or ions with the total composition C25H38N2O11S, computed with ωB97M-V/def2-TZVPD.

The geometry in XYZ format:
```
77
Properties=species:S:1:pos:R:3
N 1.938 2.541 3.401
C 1.383 1.644 2.956
C 0.674 0.513 2.334
C 1.673 -0.566 1.889
C 2.274 -1.313 3.091
C 1.995 -2.825 3.077
C 1.400 -3.304 4.393
O 0.141 -2.676 4.641
C -0.251 1.056 1.198
C 0.365 0.918 -0.132
N 0.851 0.890 -1.167
C -1.663 0.465 1.297
S -1.744 -1.301 1.069
O -0.982 -1.664 -0.093
O -1.511 -1.955 2.328
H 0.031 0.067 3.101
H 1.138 -1.264 1.238
H 2.458 -0.105 1.282
H 1.838 -0.906 4.011
H 3.348 -1.134 3.140
H 1.279 -3.059 2.280
H 2.904 -3.397 2.863
H 2.040 -3.015 5.231
H 1.309 -4.395 4.395
H -0.533 -3.103 4.104
H -0.377 2.133 1.340
H -2.042 0.626 2.308
H -2.358 0.933 0.596
H -3.058 -1.439 0.764
O -2.349 3.006 -6.525
C -1.559 2.557 -5.740
C -0.060 2.752 -5.695
C 0.403 1.621 -4.781
C -0.816 1.423 -3.890
O -1.947 1.758 -4.723
H 0.146 3.739 -5.274
H 0.347 2.696 -6.701
H 1.302 1.838 -4.210
H 0.574 0.725 -5.377
H -0.814 2.095 -3.030
H -0.943 0.403 -3.538
O -0.526 0.524 -7.903
C -1.583 0.463 -8.466
C -2.943 0.135 -7.887
C -3.780 -0.172 -9.127
C -3.083 0.678 -10.184
O -1.700 0.711 -9.790
H -3.291 1.024 -7.358
H -2.862 -0.686 -7.180
H -4.835 0.070 -9.024
H -3.695 -1.228 -9.387
H -3.456 1.704 -10.199
H -3.133 0.264 -11.188
O 7.381 -0.831 1.654
C 6.778 0.112 2.073
C 6.995 1.584 1.775
C 6.221 2.283 2.890
C 5.133 1.260 3.196
O 5.733 -0.021 2.929
H 6.574 1.789 0.788
H 8.058 1.806 1.752
H 5.814 3.253 2.616
H 6.863 2.414 3.762
H 4.266 1.380 2.544
H 4.795 1.268 4.229
O -3.313 0.045 3.906
C -3.720 -0.622 4.817
C -3.020 -1.775 5.503
C -4.156 -2.462 6.255
C -5.110 -1.298 6.504
O -4.925 -0.412 5.382
H -2.265 -1.358 6.173
H -2.516 -2.390 4.762
H -3.851 -2.959 7.173
H -4.636 -3.201 5.611
H -4.862 -0.747 7.414
H -6.158 -1.581 6.535
```

For the HOMO energy, the calculation gives -9.9 eV. The gap between HOMO and LUMO is 0.3666 hartree. For the energy, the calculation gives -62878.9431 eV.

Löwdin atomic charge list, values in e, 4 entries: number 1, N, carries 0.181; number 2, C, carries -0.176; number 3, C, carries -0.255; number 4, C, carries -0.147



# 4
A single C27H42N4O5 molecule, computed with ωB97M-V/def2-TZVPD.

The geometry in XYZ format:
```
78
Properties=species:S:1:pos:R:3
C -0.786 -3.354 -2.607
C 0.505 -2.665 -2.299
C 1.366 -3.151 -1.325
C 2.521 -2.474 -0.976
C 2.835 -1.278 -1.609
N 3.927 -0.474 -1.239
C 4.768 -0.636 -0.191
O 4.901 -1.644 0.468
C 5.463 0.689 0.196
C 6.701 0.455 1.042
N 4.446 1.410 0.956
C 3.457 2.101 0.344
O 3.516 2.394 -0.837
C 2.261 2.385 1.240
C 1.253 1.243 0.997
C 0.605 1.392 -0.381
N -0.080 2.660 -0.451
C -1.408 2.884 -0.409
O -1.876 4.007 -0.348
C -2.319 1.642 -0.468
C -3.768 2.075 -0.709
C -4.765 0.913 -0.757
C -4.463 -0.048 -1.905
C -6.181 1.471 -0.896
N -2.188 0.887 0.763
C -1.929 -0.441 0.780
O -1.615 -1.075 -0.203
O -2.026 -0.907 2.034
C -1.667 -2.280 2.333
C -1.908 -2.405 3.838
C -2.567 -3.247 1.566
C -0.194 -2.519 2.003
C 0.843 3.774 -0.355
C 1.590 3.739 0.978
C 2.001 -0.802 -2.618
C 0.851 -1.487 -2.952
H -1.581 -2.864 -2.045
H -1.027 -3.282 -3.666
H -0.753 -4.401 -2.318
H 1.128 -4.075 -0.818
H 3.169 -2.861 -0.208
H 3.932 0.437 -1.686
H 5.692 1.288 -0.691
H 7.053 1.390 1.469
H 7.488 0.024 0.430
H 6.471 -0.248 1.841
H 4.316 1.090 1.904
H 2.594 2.355 2.283
H 1.749 0.272 1.062
H 0.476 1.283 1.764
H -0.054 0.553 -0.583
H 1.386 1.397 -1.147
H -1.988 0.986 -1.278
H -3.800 2.627 -1.650
H -4.053 2.772 0.082
H -4.704 0.356 0.185
H -4.413 0.490 -2.849
H -3.520 -0.564 -1.745
H -5.246 -0.799 -1.980
H -6.911 0.665 -0.892
H -6.412 2.147 -0.076
H -6.279 2.019 -1.830
H -2.533 1.312 1.609
H -1.656 -3.408 4.171
H -1.295 -1.688 4.376
H -2.952 -2.207 4.067
H -2.357 -4.266 1.878
H -2.386 -3.160 0.499
H -3.613 -3.025 1.766
H -0.019 -2.393 0.937
H 0.431 -1.814 2.548
H 0.086 -3.528 2.289
H 0.269 4.697 -0.443
H 1.559 3.705 -1.178
H 2.341 4.531 0.988
H 0.880 3.931 1.786
H 2.253 0.117 -3.129
H 0.204 -1.096 -3.724
```

For the HOMO energy, the calculation gives -8.3 eV. The gap between HOMO and LUMO is 0.3233 hartree. For the energy, the calculation gives -44882.6075 eV.

natural (NBO) atomic charge list, values in e, 4 entries: number 1, C, carries -0.634; number 2, C, carries -0.014; number 3, C, carries -0.198; number 4, C, carries -0.261